(1)
Here is a single C6H9N molecule from the Open Molecules 2025 dataset. Energies are from ωB97M-V/def2-TZVPD.

Geometry as XYZ:
```
16
Properties=species:S:1:pos:R:3:forces:R:3
C 1.4266 0.5546 -0.9447 -0.034 -0.004 -0.157
C 0.4852 -0.4830 -0.3904 -0.164 -0.064 -0.092
C -0.7246 -0.2754 0.0765 0.037 -0.088 -0.147
C -1.3441 1.6548 1.2420 -0.165 0.293 0.329
C -1.7329 0.3234 0.6379 0.271 0.254 -0.579
C -0.0284 -2.7907 -0.5401 0.718 -0.049 0.015
N 0.8874 -1.8460 -0.3999 -0.122 -0.193 0.026
H 1.1691 1.5563 -0.5827 -0.071 -0.267 -0.150
H 1.4903 0.5764 -2.0355 -0.003 -0.057 0.020
H 2.4326 0.3464 -0.5510 -0.181 -0.011 -0.124
H -2.2369 2.2052 1.5203 0.008 0.152 0.338
H -0.8550 2.2156 0.4305 -0.206 0.075 0.412
H -0.6323 1.6022 2.0680 -0.215 -0.080 0.070
H -2.7623 0.1086 0.3585 0.170 0.230 -0.149
H 0.5327 -3.7450 -0.5143 -0.017 -0.014 0.112
H 1.8926 -2.0032 -0.3753 -0.027 -0.178 0.076
```
Forces are in eV/Å.

Summary:
- total charge = 0
- LUMO energy (eV) = 0.71



(2)
Here is a molecular structure, C27H24ClF10N4S2V from the Open Molecules 2025 dataset. Energies are from ωB97M-V/def2-TZVPD.

Geometry as XYZ:
```
69
Properties=species:S:1:pos:R:3:forces:R:3
V 0.4836 -0.2393 0.1906 -2.122 0.839 -0.987
C -2.5903 -0.4402 0.2204 0.044 0.064 0.008
N -1.5560 0.6107 0.1137 -0.071 0.051 0.099
C -1.6982 1.3544 -1.1581 0.016 -0.073 0.032
C -1.8100 0.4454 -2.3597 -0.190 -0.141 0.162
N -0.7190 -0.5005 -2.3555 0.065 0.253 -0.062
C -0.4948 -1.1474 -3.4900 -0.009 -0.300 0.087
C 0.6668 -1.9780 -3.6657 -0.046 0.030 0.012
F 1.5177 -2.1527 -2.6419 0.049 0.093 0.073
C 0.9817 -2.6448 -4.8238 0.001 -0.034 0.030
F 2.1230 -3.3621 -4.8877 -0.003 -0.005 0.000
C 0.1563 -2.6086 -5.9381 0.014 -0.021 -0.012
F 0.4892 -3.2432 -7.0916 0.016 0.022 0.001
C -1.0065 -1.8848 -5.8180 -0.069 0.054 -0.024
F -1.8739 -1.8526 -6.8566 0.015 -0.009 0.011
C -1.3260 -1.2084 -4.6561 -0.038 0.045 -0.041
F -2.5803 -0.6624 -4.6510 0.036 0.009 -0.015
C -1.7766 1.5443 1.2416 -0.013 -0.107 -0.087
C -0.9057 2.7727 1.2004 0.130 0.074 -0.054
N 0.5048 2.4282 1.1059 -0.082 -0.018 0.030
C 1.3420 3.4642 0.9951 -0.210 -0.019 0.133
C 1.0658 4.8740 0.9392 -0.031 0.134 -0.095
F -0.1961 5.3841 1.0574 -0.073 -0.210 -0.016
C 2.0258 5.8613 0.7939 -0.013 -0.049 0.046
F 1.6317 7.1519 0.7331 0.014 -0.035 -0.016
C 3.3697 5.5693 0.7293 -0.056 0.004 0.040
F 4.3091 6.5329 0.5844 0.004 0.018 -0.035
C 3.7077 4.2342 0.8461 0.026 -0.244 -0.027
F 5.0093 3.8843 0.8497 0.009 0.043 0.013
C 2.7508 3.2543 0.9833 0.501 -0.184 0.092
F 3.2376 2.0088 1.2141 -0.182 0.328 -0.284
H -3.5827 0.0200 0.1025 -0.022 -0.023 -0.017
H -2.5051 -0.8979 1.2045 -0.001 0.004 0.000
H -2.4270 -1.2028 -0.5345 0.018 -0.014 0.009
H -0.8264 2.0003 -1.2682 0.031 -0.001 0.025
H -2.5954 1.9902 -1.0963 0.003 0.013 -0.002
H -1.8294 1.1041 -3.2377 0.087 -0.012 -0.093
H -2.7943 -0.0452 -2.3340 0.010 0.074 -0.056
H -1.6129 0.9814 2.1562 -0.006 -0.026 0.039
H -2.8315 1.8585 1.2192 -0.019 0.042 -0.009
H -1.1474 3.3294 2.1149 0.049 0.092 0.049
H -1.2264 3.4082 0.3679 -0.026 0.057 -0.006
C -0.6785 -4.8434 1.2709 -0.010 0.030 0.006
C -0.4737 -3.3517 1.4795 0.124 0.008 -0.026
S 0.0140 -2.5323 -0.0125 -0.048 -0.583 -0.246
C -0.6965 -2.7641 2.6669 -0.043 0.006 0.040
C -1.1914 -3.5669 3.8501 0.049 0.083 0.029
S -0.5126 -1.0422 2.9750 -0.057 -0.022 -0.253
H -0.5461 -5.0922 0.2190 -0.005 0.015 0.000
H -1.6829 -5.1624 1.5664 -0.001 -0.008 -0.002
H 0.0387 -5.4422 1.8435 0.006 0.018 0.006
H -1.0772 -4.6434 3.7139 0.004 -0.001 -0.004
H -2.2499 -3.3570 4.0436 0.010 0.017 -0.012
H -0.6456 -3.2715 4.7491 -0.004 -0.020 0.012
C 1.8481 0.5137 -1.2052 0.180 0.057 -0.059
H 1.6323 1.5886 -1.1811 0.022 0.082 0.016
H 1.7062 0.1703 -2.2257 -0.059 -0.056 0.035
H 2.9009 0.3912 -0.9428 0.111 0.012 0.082
Cl 5.0864 -3.1532 1.3221 -0.023 0.028 0.024
C 3.9849 -1.8975 1.8239 0.001 -0.090 -0.048
C 4.1717 -1.2456 3.0280 0.084 -0.058 0.032
C 3.2743 -0.2564 3.3657 -0.084 0.108 -0.014
C 2.2322 0.0389 2.5013 0.021 -0.116 0.137
N 2.0531 -0.6119 1.3493 1.815 -0.351 1.207
C 2.9204 -1.5715 1.0090 0.090 0.036 0.047
H 4.9999 -1.5110 3.6722 -0.002 0.001 -0.007
H 3.3650 0.2929 4.2920 0.009 0.003 -0.007
H 1.5280 0.8293 2.7116 0.006 -0.037 -0.017
H 2.7473 -2.0909 0.0775 -0.051 0.021 -0.028
```
Forces are in eV/Å.

Summary:
- total charge = -2
- <S²> = 2.030
- spin multiplicity = 3
- LUMO energy (spin up / spin down) (eV) = 4.24 / 4.24



In order of appearance, relative energy (zero: lowest compared OMol25 entry of this formula, charge and spin) = 501.2 57.5 kJ/mol.
In order of appearance, strongest force on any atom = 0.0140 0.0483 hartree/bohr.